{"formula": "C4H15N2O3", "method": "ωB97M-V with the def2-TZVPD basis set", "species": ["N", "C", "C", "N", "C", "C", "O", "H", "H", "H", "H", "H", "H", "H", "H", "H", "H", "H", "H", "H", "O", "H", "H", "O"], "positions_angstrom": [[-3.096, -1.049, 0.209], [-2.662, 0.370, 0.017], [-1.096, 0.479, 0.231], [-0.562, 0.813, -1.196], [0.589, 0.003, -1.733], [1.870, 0.166, -0.908], [1.437, -0.007, 0.427], [-2.797, -1.609, 1.083], [-2.827, -1.693, -0.487], [-3.059, 0.746, -0.950], [-3.080, 0.933, 0.855], [-0.697, -0.395, 0.759], [-0.774, 1.391, 0.833], [-0.078, 1.848, -1.061], [0.717, 0.340, -2.870], [0.109, -0.959, -1.888], [2.626, -0.681, -1.145], [2.360, 1.079, -1.195], [2.082, -2.244, 1.197], [1.008, -1.591, 0.234], [1.458, -2.453, 0.454], [1.113, 1.570, 2.655], [1.557, 1.086, 1.194], [1.498, 1.926, 1.876]], "e_above_lowest_kcal_mol": 46.8, "gap_ev": [9.454, 5.367], "total_energy_ev": -13508.68663, "multiplicity": 2}

{"formula": "C3H7O3", "method": "ωB97M-V with the def2-TZVPD basis set", "species": ["O", "C", "O", "C", "C", "H", "H", "H", "H", "H", "H", "H", "O"], "positions_angstrom": [[2.007, 2.131, -0.372], [1.015, 1.456, -0.025], [-0.151, 1.837, 0.235], [1.232, -0.096, 0.114], [0.303, -0.800, -0.893], [2.273, -0.291, -0.134], [0.917, -0.293, 1.139], [-0.569, -0.151, -1.015], [0.763, -0.944, -1.869], [-0.013, -1.769, -0.496], [-1.996, -0.515, 0.645], [-3.038, 0.164, 1.441], [-2.744, -0.728, 1.230]], "e_above_lowest_kcal_mol": 12.1, "gap_ev": 8.051, "total_energy_ev": -9368.63172, "charge": -1}

{"formula": "C45H107N3O10", "method": "ωB97M-V with the def2-TZVPD basis set", "species": ["C", "C", "C", "C", "C", "C", "C", "C", "C", "N", "O", "H", "H", "H", "H", "H", "H", "H", "H", "H", "H", "H", "H", "H", "H", "H", "H", "H", "H", "H", "C", "C", "C", "C", "C", "C", "C", "C", "C", "N", "O", "H", "H", "H", "H", "H", "H", "H", "H", "H", "H", "H", "H", "H", "H", "H", "H", "H", "H", "H", "C", "C", "C", "C", "C", "C", "C", "C", "C", "N", "O", "H", "H", "H", "H", "H", "H", "H", "H", "H", "H", "H", "H", "H", "H", "H", "H", "H", "H", "H", "C", "C", "C", "O", "H", "H", "H", "H", "H", "H", "H", "H", "C", "C", "C", "O", "H", "H", "H", "H", "H", "H", "H", "H", "C", "C", "C", "O", "H", "H", "H", "H", "H", "H", "H", "H", "C", "C", "C", "O", "H", "H", "H", "H", "H", "H", "H", "H", "C", "C", "O", "H", "H", "H", "H", "H", "H", "C", "C", "O", "H", "H", "H", "H", "H", "H", "C", "C", "O", "H", "H", "H", "H", "H", "H"], "positions_angstrom": [[-0.776, 2.920, 2.513], [-1.828, 3.973, 2.981], [-1.733, 3.918, 4.499], [-1.330, 5.308, 2.430], [-1.650, 5.660, 0.985], [-3.123, 5.435, 0.735], [-3.700, 4.046, 1.175], [-5.205, 4.235, 1.167], [-3.264, 2.986, 0.249], [-3.270, 3.856, 2.597], [-3.788, 2.674, 3.136], [-0.512, 2.687, 1.481], [0.168, 3.137, 3.014], [-1.096, 1.968, 2.938], [-1.907, 2.929, 4.924], [-0.818, 4.362, 4.891], [-2.527, 4.450, 5.021], [-1.727, 6.123, 3.035], [-0.252, 5.344, 2.588], [-1.314, 6.674, 0.767], [-1.092, 4.967, 0.355], [-3.339, 5.632, -0.315], [-3.668, 6.188, 1.305], [-5.696, 4.896, 1.881], [-5.670, 3.251, 1.219], [-5.500, 4.661, 0.208], [-2.176, 2.931, 0.253], [-3.558, 3.230, -0.771], [-3.739, 2.035, 0.492], [-4.398, 2.935, 3.829], [-1.359, -5.133, 5.000], [-0.207, -4.376, 4.310], [-0.564, -2.843, 4.331], [1.192, -4.621, 4.971], [1.942, -5.966, 4.672], [2.017, -6.088, 3.161], [0.545, -5.998, 2.444], [0.865, -6.039, 0.931], [-0.245, -7.253, 2.812], [-0.127, -4.735, 2.835], [-1.313, -4.463, 2.124], [-1.464, -6.203, 4.821], [-1.404, -5.088, 6.088], [-2.285, -4.699, 4.625], [-0.602, -2.522, 5.372], [0.117, -2.215, 3.757], [-1.513, -2.729, 3.807], [1.794, -3.725, 4.815], [1.065, -4.655, 6.053], [2.925, -6.036, 5.138], [1.406, -6.829, 5.068], [2.416, -7.068, 2.897], [2.663, -5.331, 2.718], [1.663, -5.320, 0.747], [0.002, -5.712, 0.351], [1.313, -6.988, 0.638], [-0.092, -8.041, 2.075], [-1.328, -7.130, 2.835], [0.008, -7.641, 3.799], [-1.035, -3.756, 1.538], [6.072, 5.264, -2.303], [4.610, 5.316, -1.705], [4.518, 6.524, -0.791], [3.789, 5.613, -2.969], [2.299, 5.502, -2.873], [1.906, 4.141, -2.298], [2.650, 3.809, -1.018], [2.160, 4.689, 0.156], [2.326, 2.304, -0.686], [4.131, 4.036, -1.237], [4.856, 3.700, -0.111], [6.806, 5.408, -1.511], [6.242, 4.291, -2.765], [6.321, 6.022, -3.046], [4.873, 6.315, 0.219], [5.262, 7.242, -1.136], [3.515, 6.924, -0.641], [3.984, 6.612, -3.357], [4.162, 4.967, -3.764], [1.991, 6.281, -2.177], [1.855, 5.734, -3.841], [2.180, 3.421, -3.069], [0.839, 4.141, -2.076], [1.279, 4.214, 0.589], [1.958, 5.732, -0.086], [2.897, 4.840, 0.944], [2.983, 1.992, 0.126], [2.597, 1.589, -1.463], [1.292, 2.171, -0.369], [5.299, 2.891, -0.378], [-5.925, -0.222, 2.424], [-4.602, -1.063, 2.562], [-4.479, -2.224, 1.567], [-3.584, -0.145, 2.306], [-6.764, -0.911, 2.515], [-6.154, 0.309, 1.500], [-6.111, 0.542, 3.178], [-4.587, -1.387, 3.602], [-5.424, -2.767, 1.548], [-3.634, -2.852, 1.849], [-4.220, -1.848, 0.577], [-3.899, 0.746, 2.477], [-0.899, 2.270, -3.165], [-1.904, 1.608, -4.101], [-3.304, 1.487, -3.660], [-1.984, 2.354, -5.239], [-1.324, 3.187, -2.756], [-0.015, 2.628, -3.692], [-0.559, 1.694, -2.305], [-1.658, 0.596, -4.422], [-3.975, 1.172, -4.460], [-3.607, 2.446, -3.240], [-3.432, 0.771, -2.849], [-1.104, 2.577, -5.551], [-0.619, 0.095, 0.236], [-1.166, -1.300, 0.108], [-0.096, -2.315, -0.372], [-1.414, -1.608, 1.436], [0.135, 0.128, 1.022], [-1.372, 0.788, 0.611], [-0.036, 0.444, -0.616], [-2.004, -1.361, -0.585], [-0.446, -3.344, -0.457], [0.713, -2.376, 0.356], [0.312, -1.995, -1.331], [-2.147, -1.102, 1.794], [3.363, -2.589, -0.318], [4.331, -1.436, -0.162], [5.561, -1.864, 0.639], [4.733, -0.985, -1.506], [2.949, -2.827, 0.662], [3.817, -3.506, -0.693], [2.572, -2.306, -1.014], [3.864, -0.642, 0.420], [6.182, -2.562, 0.079], [5.149, -2.299, 1.550], [6.194, -1.051, 0.994], [3.945, -1.029, -2.052], [1.341, 0.302, -4.643], [2.737, -0.321, -4.534], [2.690, -1.148, -3.381], [1.300, 1.134, -5.346], [1.102, 0.612, -3.626], [0.597, -0.426, -4.967], [3.492, 0.449, -4.373], [2.983, -0.878, -5.438], [1.980, -1.782, -3.503], [-3.341, -3.377, -3.078], [-3.050, -4.753, -3.708], [-1.776, -4.767, -4.292], [-2.521, -2.958, -2.495], [-4.153, -3.421, -2.352], [-3.537, -2.662, -3.876], [-3.715, -5.115, -4.492], [-3.007, -5.528, -2.942], [-1.708, -5.587, -4.786], [1.598, -4.989, -2.734], [1.464, -4.101, -3.975], [0.642, -2.956, -3.621], [0.717, -5.547, -2.417], [1.888, -4.440, -1.838], [2.315, -5.776, -2.967], [0.881, -4.628, -4.731], [2.383, -3.824, -4.490], [-0.235, -3.339, -3.546]], "gap_ev": 8.277, "total_energy_ev": -73339.91717, "smiles": "CC1(C)CCCC(C)(C)N1O.CC1(C)CCCC(C)(C)N1O.CC1(C)CCCC(C)(C)N1O.CC(C)O.CC(C)O.CC(C)O.CC(C)O.CCO.CCO.CCO"}

{"formula": "C24H21IrN4O2PS2", "method": "ωB97M-V with the def2-TZVPD basis set", "species": ["Ir", "C", "O", "C", "O", "N", "N", "H", "H", "H", "H", "H", "H", "S", "C", "S", "C", "C", "N", "C", "N", "C", "C", "C", "C", "C", "C", "P", "C", "C", "C", "C", "C", "C", "C", "C", "C", "C", "C", "C", "H", "H", "H", "H", "H", "H", "H", "H", "H", "H", "H", "H", "H", "H", "H"], "positions_angstrom": [[0.443, -1.392, -0.190], [4.953, -4.280, 0.067], [4.356, -2.985, 0.277], [3.067, -2.811, 0.159], [2.603, -1.670, 0.261], [2.274, -3.877, -0.079], [0.903, -3.628, -0.223], [6.021, -4.120, 0.157], [4.722, -4.649, -0.932], [4.631, -4.983, 0.835], [2.606, -4.826, -0.044], [0.371, -4.043, 0.539], [0.565, -3.996, -1.110], [-1.696, -1.973, 0.525], [-2.225, -1.958, -1.126], [-0.817, -1.760, -2.104], [-3.508, -2.005, -1.552], [-3.817, -1.937, -2.946], [-4.054, -1.856, -4.068], [-4.564, -2.042, -0.590], [-5.367, -2.037, 0.233], [3.095, 3.852, -0.696], [3.347, 2.511, -0.935], [2.350, 1.570, -0.708], [1.106, 1.979, -0.244], [0.853, 3.332, -0.009], [1.850, 4.264, -0.235], [-0.198, 0.783, 0.106], [-0.442, 0.915, 1.892], [0.679, 0.524, 2.634], [0.635, 0.512, 4.017], [-0.531, 0.888, 4.673], [-1.637, 1.293, 3.942], [-1.598, 1.307, 2.554], [-1.604, 1.302, -0.892], [-1.309, 1.682, -2.206], [-2.327, 1.996, -3.087], [-3.651, 1.938, -2.668], [-3.951, 1.558, -1.369], [-2.934, 1.225, -0.485], [3.874, 4.583, -0.868], [4.316, 2.196, -1.297], [2.543, 0.519, -0.890], [-0.121, 3.649, 0.344], [1.660, 5.313, -0.050], [1.598, 0.247, 2.124], [1.508, 0.219, 4.584], [-0.572, 0.871, 5.753], [-2.541, 1.599, 4.452], [-2.467, 1.650, 2.010], [-0.279, 1.735, -2.537], [-2.088, 2.278, -4.104], [-4.450, 2.175, -3.357], [-4.980, 1.496, -1.042], [-3.200, 0.871, 0.503]], "e_above_lowest_kcal_mol": 0.0, "gap_ev": 6.793, "total_energy_ev": -69076.55069, "charge": 1}